Here is a cluster of 2 separate species, CH4ClPS in total from OMol25. Energies are from ωB97M-V/def2-TZVPD.

Last column: Löwdin charge in e.
Element x y z (Å)
C1 1.468 -0.923 -0.057  -0.618
P1 -1.052 1.099 0.029  0.143
S1 -1.391 -0.818 0.129  0.080
Cl1 1.814 0.697 0.217  0.537
H1 1.573 -1.406 -1.041  0.019
H2 1.481 -1.703 0.753  0.026
H3 -1.888 1.537 -1.186  -0.094
H4 -2.006 1.516 1.157  -0.092

Properties
net charge: 0
molecular weight: 114.5 g/mol
energy: -1240.10811 a.u.
highest occupied orbital energy (alpha / beta): -8.51 / -8.69 eV
frontier orbital gap (alpha / beta): 0.29090 / 0.26582 Ha
relative energy (zero: lowest compared OMol25 entry of this formula, charge and spin): 3.4139 eV